Formula: C5H11NO
Source: the OMol25 dataset
Level of theory: ωB97M-V with the def2-TZVPD basis set

```
18
Properties=species:S:1:pos:R:3:forces:R:3
C -2.4384 1.2645 0.7057 0.06 -0.06 0.21
O -1.8511 0.9739 -0.5427 0.79 0.04 -0.29
H -0.4459 -0.9157 -0.3461 0.74 0.19 0.40
H -2.1307 0.5652 1.4920 0.06 0.03 -0.07
H -3.5122 1.1654 0.5791 -0.09 0.05 -0.01
H -2.2186 2.2836 1.0356 -0.01 0.04 0.05
C 1.2765 -1.9475 0.6167 0.12 0.49 0.17
C 0.6406 -1.1050 -0.4408 -1.33 -1.96 -1.89
C 1.0035 1.9489 0.2561 1.91 -1.05 0.28
C 1.1159 -0.9446 -1.6794 0.11 -0.01 0.66
N 1.4325 0.8974 0.4989 -0.79 2.40 0.52
H 1.1226 -1.4857 1.5901 0.02 -0.08 0.15
H 0.8429 -2.9483 0.6419 -0.03 0.03 -0.06
H 2.3503 -2.0206 0.4561 0.06 -0.10 -0.04
H -0.8738 0.9545 -0.4599 -0.99 -0.02 0.05
H 0.9991 2.9788 -0.0293 -0.63 0.05 0.02
H 2.1212 -1.2487 -1.9321 0.19 -0.01 -0.04
H 0.5654 -0.4161 -2.4418 -0.19 -0.03 -0.09
```
Positions in Å, forces in eV/Å.

## Properties
- F_max (eV/Å) = 3.0
- spin multiplicity = 1
- total energy (a.u.) = -326.99976
- E_HOMO (eV) = -8.9
- charge = 0
- LUMO level (eV) = 0.87
- gap between HOMO and LUMO (eV) = 9.76